Entry from the OMol25 dataset: 2 unconnected molecules or ions with the total composition C26H51BF5NO3PS3 at a distorted geometry (ωB97M-V with the def2-TZVPD basis set).

Output
spin multiplicity: 1
HOMO level: -5.836 eV
calculated total energy: -3362.11743 Ha
charge: -1

```
91
Properties=species:S:1:pos:R:3:forces:R:3
C 6.694 3.734 3.460 0.1 -0.3 0.5
C 6.420 2.304 3.915 -0.5 0.3 -0.5
C 4.974 1.918 3.627 0.3 0.0 0.6
C 4.678 0.442 3.887 -0.3 -0.1 -0.3
C 4.572 -0.427 2.618 -0.2 0.7 -0.1
C 3.116 -0.732 2.190 1.1 -0.3 -0.1
C 3.030 -2.154 1.651 -0.3 0.2 0.3
C 1.627 -2.745 1.479 0.1 -0.3 -0.3
N 0.869 -2.725 0.215 1.2 0.7 0.3
C 1.552 -3.129 -1.049 -0.9 -0.2 -0.6
C 1.702 -2.105 -2.170 0.4 -0.2 0.3
C 2.755 -1.020 -2.072 -0.5 0.4 -1.0
C 2.932 -0.453 -3.499 0.8 -0.2 0.9
C 3.986 0.654 -3.587 -0.2 0.3 -0.3
C 3.406 1.991 -4.062 0.0 -0.4 0.5
C 2.687 2.739 -2.954 0.1 0.4 0.1
C 3.672 3.354 -1.977 0.1 -0.2 -0.1
C -0.119 -1.766 0.116 -0.7 0.1 -0.4
S -0.003 -0.148 0.313 0.4 0.2 0.5
S -1.635 -2.544 -0.304 0.3 -0.3 0.1
C -2.915 -1.307 -0.044 -0.5 0.1 0.0
C -4.048 -1.912 0.811 0.5 -0.4 -0.6
C -5.306 -2.322 0.056 0.0 0.3 0.4
C -6.296 -1.214 -0.327 0.4 -0.1 0.3
C -6.563 -0.186 0.776 -0.5 0.5 -0.8
C -7.099 1.131 0.208 0.4 0.3 0.2
P -7.777 2.211 1.568 -1.5 -0.1 0.3
C -7.300 3.950 1.213 0.3 -0.2 0.3
C -6.836 1.811 3.104 0.4 -0.1 -1.0
C -6.053 1.820 -0.647 -0.3 0.0 0.0
F -6.685 2.637 -1.543 0.0 0.2 -0.1
O -5.213 0.942 -1.382 0.2 0.0 0.2
S -5.915 -0.405 -1.877 -0.7 -0.8 -0.4
O -7.147 -0.101 -2.520 -0.8 0.6 0.1
O -4.994 -1.155 -2.641 1.2 -0.1 0.0
H 7.549 4.146 3.988 0.2 0.1 -0.1
H 6.869 3.782 2.394 0.0 0.1 -0.3
H 5.838 4.352 3.711 -0.2 0.2 -0.1
H 6.589 2.236 4.985 0.2 -0.3 0.2
H 7.060 1.601 3.388 0.3 -0.1 0.1
H 4.732 2.196 2.614 -0.2 0.0 -0.5
H 4.338 2.523 4.270 -0.1 0.2 0.1
H 5.431 0.048 4.565 0.1 -0.1 0.1
H 3.726 0.409 4.409 -0.1 -0.3 0.2
H 5.011 0.150 1.806 0.3 -0.1 -0.2
H 5.164 -1.334 2.688 0.0 -0.2 0.2
H 2.484 -0.658 3.068 -0.4 0.2 0.0
H 2.843 -0.002 1.443 -0.6 0.2 -0.1
H 3.664 -2.288 0.784 0.1 0.0 -0.4
H 3.486 -2.750 2.443 0.1 -0.3 0.0
H 1.001 -2.314 2.253 -0.3 0.1 0.1
H 1.717 -3.800 1.729 0.0 -0.3 0.0
H 2.528 -3.557 -0.864 0.2 0.0 0.6
H 0.975 -3.937 -1.486 -0.1 -0.2 0.0
H 2.018 -2.705 -3.018 -0.3 -0.3 -0.2
H 0.751 -1.662 -2.450 -0.3 0.0 0.0
H 3.720 -1.430 -1.789 0.2 0.0 0.5
H 2.437 -0.197 -1.438 0.2 0.0 0.5
H 1.973 -0.101 -3.864 -0.2 -0.1 -0.2
H 3.293 -1.288 -4.089 -0.4 -0.1 -0.4
H 4.479 0.778 -2.625 0.1 0.1 0.2
H 4.775 0.377 -4.279 0.1 -0.2 -0.1
H 4.219 2.620 -4.417 0.0 0.2 -0.3
H 2.711 1.782 -4.871 0.0 0.1 -0.3
H 2.030 2.077 -2.396 -0.3 -0.1 -0.1
H 2.087 3.545 -3.368 -0.3 0.0 -0.2
H 3.203 4.103 -1.351 0.0 0.1 0.3
H 4.101 2.567 -1.370 0.1 0.0 0.4
H 4.504 3.812 -2.505 0.1 0.3 -0.1
H -3.264 -0.981 -1.015 -0.1 0.1 -0.2
H -2.516 -0.438 0.459 0.5 0.1 0.0
H -4.249 -1.266 1.657 -0.2 0.1 0.1
H -3.640 -2.825 1.232 0.0 -0.2 0.3
H -5.865 -2.990 0.707 -0.2 -0.2 0.1
H -5.034 -2.890 -0.827 0.0 -0.1 -0.2
H -7.240 -1.693 -0.557 -0.2 -0.1 -0.3
H -7.352 -0.585 1.404 0.2 -0.2 0.5
H -5.670 0.062 1.331 0.2 -0.3 0.3
H -7.960 0.932 -0.417 -0.2 0.0 -0.2
H -6.332 4.202 1.637 0.3 0.1 -0.2
H -8.027 4.581 1.708 -0.2 0.1 0.1
H -7.333 4.187 0.159 0.1 0.0 -0.2
H -5.791 1.600 2.895 0.3 0.1 0.2
H -6.911 2.653 3.776 -0.1 0.2 0.2
H -7.283 0.933 3.548 -0.1 -0.1 0.2
H -5.405 2.443 -0.040 0.5 0.0 -0.1
B 1.154 -5.223 -4.120 0.0 -0.1 -0.1
F 1.311 -6.391 -4.879 0.0 -0.1 0.0
F 0.060 -5.358 -3.243 -0.1 0.0 0.1
F 2.327 -4.999 -3.358 0.1 0.0 0.1
F 0.944 -4.121 -4.967 0.0 0.1 0.0
```
Positions in Å, forces in eV/Å.